Molecular formula: C57H76BrN9
Method: DFT, ωB97M-V/def2-TZVPD

Each line ends with the Mulliken spin population.
CARTESIAN COORDINATES (ANGSTROEM)
C 14.09901 -20.53345 -16.70214  0.000
C 12.88287 -19.72983 -16.96384  0.000
C 12.36836 -18.93869 -15.70941  0.000
N 11.31316 -17.78262 -15.93679  0.000
C 11.82662 -16.65714 -16.83567  0.000
C 12.80783 -15.63896 -16.20554  0.000
C 12.18228 -15.05363 -14.84804  0.000
C 11.87635 -16.25059 -13.87608  0.000
C 10.77313 -17.19794 -14.58018  0.000
C 10.12943 -18.33386 -16.70259  0.000
H 14.32464 -21.32972 -17.41147  0.000
H 13.96688 -20.95459 -15.70550  0.000
H 14.99178 -19.92043 -16.57861  0.000
H 12.03285 -20.36184 -17.22097  0.000
H 13.08860 -19.07149 -17.80786  0.000
H 13.15769 -18.28834 -15.33243  0.000
H 11.96833 -19.60480 -14.94497  0.000
H 12.20723 -17.12333 -17.74446  0.000
H 10.92536 -16.06984 -17.01151  0.000
H 13.77148 -16.11383 -16.02123  0.000
H 13.06567 -14.85295 -16.91533  0.000
H 12.85714 -14.28746 -14.46638  0.000
H 11.27793 -14.45941 -14.97899  0.000
H 12.76252 -16.81803 -13.59179  0.000
H 11.37805 -16.05056 -12.92751  0.000
H 10.41966 -18.01149 -13.94669  0.000
H 10.00803 -16.51716 -14.95336  0.000
H 9.30975 -17.61643 -16.74167  0.000
H 9.80813 -19.10707 -16.00474  0.000
H 10.48683 -18.77994 -17.63069  0.000
C 17.90690 -26.65913 -7.72461  -0.004
N 17.81633 -25.28829 -8.20554  0.135
C 18.29943 -24.33959 -7.35800  0.042
C 18.55183 -23.04585 -7.75175  0.049
C 18.28278 -22.70499 -9.10594  0.115
C 17.68600 -23.69614 -9.96226  0.086
C 17.45098 -25.01680 -9.47212  0.018
C 18.51122 -21.30936 -9.55329  0.054
C 19.58575 -20.54688 -9.05656  0.094
C 19.85669 -19.28517 -9.58370  0.055
N 18.97678 -18.72517 -10.47968  0.156
C 17.92100 -19.48342 -10.98761  0.059
C 17.71659 -20.78139 -10.56816  0.075
C 19.09895 -17.34164 -10.90812  -0.008
H 18.94061 -26.97950 -7.59460  0.001
H 17.33324 -27.23325 -8.45220  0.002
H 17.22275 -26.75871 -6.88192  0.004
H 18.55008 -24.75959 -6.39511  0.005
H 18.91671 -22.41002 -6.95867  0.011
H 17.53289 -23.46116 -11.00521  0.016
H 17.14451 -25.77453 -10.17803  0.009
H 20.34848 -20.83735 -8.34927  0.018
H 20.68581 -18.64307 -9.32548  0.007
H 17.35113 -19.02326 -11.78128  -0.046
H 16.84685 -21.23421 -11.02082  0.015
H 19.66453 -17.29429 -11.83870  0.005
H 19.63600 -16.85473 -10.09413  0.002
H 18.10556 -16.90527 -11.01232  0.004
C 20.15990 -27.98466 -19.39939  0.000
N 20.07397 -26.56675 -19.01327  0.000
C 21.11535 -25.67326 -19.00425  0.000
C 20.91024 -24.35258 -18.55254  0.000
C 19.61519 -23.87809 -18.16533  0.000
C 18.60786 -24.75970 -18.27044  0.000
C 18.85273 -26.11983 -18.62546  0.000
C 19.34309 -22.48201 -17.73154  0.000
C 19.86030 -21.32764 -18.33860  0.000
C 19.63959 -20.09382 -17.74085  0.000
N 18.94068 -19.96728 -16.61135  -0.001
C 18.34375 -21.04605 -16.00542  -0.005
C 18.58287 -22.30154 -16.60277  -0.001
C 19.08222 -18.63464 -16.02109  -0.002
H 20.87372 -28.13155 -20.20994  0.000
H 19.14269 -28.28535 -19.65032  0.000
H 20.49820 -28.47502 -18.48660  0.000
H 22.09635 -26.07092 -19.21850  0.000
H 21.74210 -23.66382 -18.55692  0.000
H 17.54612 -24.57578 -18.19778  0.000
H 18.09055 -26.88133 -18.70022  0.000
H 20.48241 -21.38147 -19.21979  0.000
H 20.18301 -19.21807 -18.06356  0.000
H 17.81089 -20.84567 -15.08764  0.006
H 18.12845 -23.04855 -15.96884  0.000
H 18.38959 -18.67188 -15.18027  0.002
H 18.71880 -17.87620 -16.71448  0.000
H 20.09236 -18.51475 -15.62949  0.000
C 15.31800 -25.45502 -3.32529  0.000
N 15.18580 -24.85400 -4.63866  0.001
C 14.64978 -25.54504 -5.69427  0.005
C 14.38777 -24.85662 -6.86085  -0.001
C 14.76562 -23.54931 -7.01330  0.000
C 15.33250 -22.91898 -5.93485  0.002
C 15.49657 -23.54889 -4.72351  0.000
C 14.40377 -22.76335 -8.25655  -0.010
C 14.37698 -23.32921 -9.55797  0.007
C 14.04914 -22.56387 -10.66940  0.002
N 13.91679 -21.21117 -10.50379  0.001
C 13.99391 -20.64052 -9.31177  0.008
C 14.17231 -21.39696 -8.16719  0.006
C 13.96779 -20.24816 -11.63277  -0.003
H 14.76220 -24.91420 -2.55933  0.000
H 16.35924 -25.57675 -3.02679  0.000
H 15.04599 -26.51049 -3.33471  0.000
H 14.36324 -26.54024 -5.38790  0.000
H 13.85106 -25.36422 -7.64869  0.001
H 15.63997 -21.88576 -6.00062  0.001
H 15.84028 -23.16812 -3.77310  -0.001
H 14.43072 -24.39390 -9.73099  0.001
H 13.82350 -22.96495 -11.64644  -0.002
H 13.83711 -19.57222 -9.28821  -0.002
H 14.19521 -20.82768 -7.24969  0.001
H 13.17858 -19.51720 -11.45688  0.000
H 13.77703 -20.75968 -12.57620  0.002
H 14.99461 -19.89159 -11.71398  0.006
C 14.77947 -16.85815 -10.78260  0.005
N 14.89572 -15.40745 -10.75945  0.000
C 15.49801 -14.76727 -9.66856  0.000
C 15.75011 -13.36981 -9.67771  0.001
C 15.41050 -12.62572 -10.83052  0.000
C 14.72574 -13.33185 -11.88737  0.000
C 14.39707 -14.66832 -11.79933  0.001
C 16.03491 -11.30719 -11.11537  0.000
C 16.34647 -10.48648 -10.01110  0.000
C 17.01773 -9.26458 -10.28113  0.000
N 17.45103 -8.99594 -11.57157  0.000
C 17.28855 -9.89795 -12.60795  0.000
C 16.59310 -11.05519 -12.36477  0.000
C 18.14528 -7.69564 -11.73667  0.000
H 13.82997 -17.21584 -11.18087  -0.001
H 14.79898 -17.22070 -9.75485  -0.002
H 15.65967 -17.23840 -11.30102  -0.004
H 15.91704 -15.32208 -8.84212  0.000
H 16.45976 -12.91831 -9.00025  0.000
H 14.51674 -12.79104 -12.79855  0.000
H 13.86306 -15.18479 -12.58323  -0.001
H 16.07335 -10.69618 -8.98746  0.000
H 17.12434 -8.44731 -9.58321  0.000
H 17.90029 -9.70956 -13.47782  0.000
H 16.66132 -11.84878 -13.09413  0.000
H 19.12790 -7.76835 -11.27055  0.000
H 17.54998 -6.90537 -11.27930  0.000
H 18.22773 -7.36792 -12.77296  0.000
Br 15.69185 -18.12368 -13.99901  -0.001

Cartesian forces, eV/Å:
1.0 -0.4 1.5
-2.1 1.2 -0.2
0.6 2.1 -0.7
-0.2 -0.5 -0.4
0.2 1.0 0.8
-0.7 -0.5 1.3
0.6 -1.0 -0.4
-1.3 -0.8 -1.2
2.6 1.1 -1.3
0.3 -0.9 1.8
-0.4 0.1 -0.1
0.2 -0.6 0.1
0.0 0.2 -0.2
0.2 -0.2 -0.4
-0.3 0.2 0.0
0.5 -0.8 0.5
-0.1 0.1 0.0
-0.2 0.2 0.1
-0.1 -0.2 -0.6
0.1 -0.1 0.5
-0.6 0.0 -0.1
0.4 -0.3 0.4
-0.3 -0.3 -0.5
0.3 -0.2 -0.4
0.0 0.8 0.0
-0.1 0.1 -0.3
-0.4 -0.3 0.5
0.4 0.1 -0.5
-0.4 -0.4 -0.5
-0.4 0.4 0.0
-1.8 -0.5 -0.7
0.2 -0.3 0.1
0.4 0.7 -0.5
-0.4 -1.9 0.3
-0.3 1.9 -0.3
0.0 -1.5 1.6
1.2 3.5 -1.4
0.0 -3.2 0.9
1.2 2.4 -0.6
-1.6 -0.8 0.0
-1.1 -1.3 -0.4
1.3 -0.4 0.7
-0.3 2.5 -1.1
0.5 -0.1 0.4
-0.3 -0.1 0.2
0.7 -0.5 -0.2
0.8 0.0 0.7
0.0 0.4 0.2
0.2 0.5 -0.4
-0.2 -0.2 0.0
-0.1 -0.4 0.5
-0.3 -0.7 0.1
0.1 -0.2 0.3
-0.2 0.2 -0.1
0.1 -0.6 0.2
-0.1 0.3 0.0
0.0 0.4 -0.4
0.1 0.0 -0.1
0.4 -0.1 0.5
-0.8 2.3 0.5
-0.9 0.5 1.1
-0.6 -0.6 -0.3
2.2 0.3 -1.0
-1.6 -3.6 -0.6
1.0 0.9 -0.6
0.6 0.3 -0.3
-0.2 -0.2 0.3
0.7 -1.3 -0.5
0.2 -0.7 -0.1
1.7 0.6 -2.2
-1.6 1.6 2.6
-1.5 -0.2 1.5
-0.2 0.0 0.0
0.4 -0.3 -0.2
0.0 -0.5 -0.3
0.0 0.1 -0.3
0.2 -0.2 0.1
0.0 0.6 0.5
-0.3 0.3 0.1
0.0 0.0 -0.1
-0.3 0.1 -0.3
-0.1 -0.1 -0.1
0.2 -0.8 -0.6
0.0 0.6 0.2
0.4 0.0 0.0
0.0 0.2 -0.4
0.6 -1.7 1.1
-0.6 0.1 -0.9
0.3 1.2 1.7
-0.2 -1.6 -0.4
-0.8 0.7 -0.8
0.7 1.4 0.8
-0.1 -1.2 -0.3
0.8 -0.2 -0.3
-1.1 0.1 0.0
0.0 0.9 1.3
0.5 -0.5 -0.9
-0.4 -0.6 0.9
0.3 0.6 -0.2
-0.4 -1.0 -0.6
0.0 0.0 -0.2
0.2 0.8 -0.1
-0.7 0.2 -0.2
-0.1 -0.2 -0.7
0.0 -0.2 0.0
0.0 0.1 0.1
0.2 0.7 -0.3
0.2 -0.1 0.2
0.3 0.0 -0.1
0.1 0.0 0.1
-0.1 -0.3 0.2
0.4 0.2 -0.2
-0.2 0.0 0.1
-0.3 0.5 0.1
0.3 -0.5 1.0
-0.3 2.0 1.7
-0.1 1.4 -1.7
-0.3 -1.1 -1.7
-0.1 -2.1 -1.4
0.4 0.9 1.2
1.3 0.2 0.8
0.6 -0.2 1.9
0.5 1.8 -1.4
-0.7 -1.2 -2.1
-0.9 -0.8 0.8
0.8 1.0 2.1
0.2 -0.1 -0.2
0.1 0.6 -0.3
0.3 0.4 -0.5
0.1 0.2 0.1
-0.4 -0.3 -0.4
-0.3 -0.6 -0.2
-0.4 -0.3 0.6
-0.4 0.0 0.0
0.1 -0.2 0.0
-0.3 0.0 -0.1
0.3 -0.2 0.2
-0.4 0.2 -0.3
-0.4 0.2 -0.3
-0.1 0.1 -0.1
0.0 -0.2 0.3
0.1 -0.6 -0.1
0.1 -0.2 0.3

The highest occupied orbital energy (alpha / beta) comes out at -18.73 / -21.13 eV. As for the lowest unoccupied orbital energy (alpha / beta): -14.95 / -14.93 eV. As for the total charge: +7. Its spin multiplicity is 2.